A molecular structure, C36H29N13O4S3W, computed with ωB97M-V/def2-TZVPD.

```
86
Properties=species:S:1:pos:R:3:forces:R:3:lowdin_charge:R:1
W 0.2896 0.2346 0.4368 0.2 0.7 0.3 1.734
C -2.6420 -2.6495 -1.4168 0.0 0.0 0.0 -0.013
C -1.8601 -1.7663 -0.5124 0.0 0.0 0.0 -0.271
N -1.1178 -0.7952 -0.8998 0.0 -0.1 0.0 -0.079
N -1.0829 -0.5197 -2.2532 0.0 0.0 0.0 0.110
C -0.2523 0.4622 -2.4322 0.0 -0.1 0.0 -0.417
O 0.3792 1.0112 -1.4443 0.0 0.0 -0.1 -0.193
C 0.0432 0.9526 -3.7919 -0.1 0.1 0.0 -0.140
C -0.6272 0.4299 -4.8956 0.0 0.0 0.0 -0.023
C -0.3254 0.8916 -6.1650 0.0 0.0 0.0 -0.076
C 0.6414 1.8750 -6.3366 0.0 0.0 0.0 -0.081
C 1.3049 2.4002 -5.2371 0.0 0.0 0.0 -0.071
C 1.0065 1.9421 -3.9633 0.0 0.0 0.0 -0.011
C -1.8498 -1.9405 0.9350 0.0 0.0 0.0 -0.211
C -2.7060 -2.8074 1.5903 0.0 0.0 0.0 0.008
C -2.6531 -2.8938 2.9695 0.0 0.0 0.0 -0.023
C -1.7308 -2.1124 3.6401 0.0 0.0 0.0 -0.011
C -0.9132 -1.2605 2.9219 0.0 0.0 0.0 -0.084
N -0.9660 -1.1499 1.5862 -0.1 -0.1 0.1 0.012
H -2.2776 -2.5577 -2.4348 0.0 0.0 0.0 0.074
H -3.6893 -2.3453 -1.3873 0.0 0.0 0.0 0.069
H -2.5636 -3.6838 -1.0804 0.0 0.0 0.0 0.087
H -1.3838 -0.3277 -4.7442 0.0 0.0 0.0 0.110
H -0.8472 0.4892 -7.0232 0.0 0.0 0.0 0.104
H 0.8745 2.2352 -7.3304 0.0 0.0 0.0 0.103
H 2.0537 3.1697 -5.3714 0.0 0.0 0.0 0.105
H 1.5113 2.3435 -3.0948 0.0 0.0 0.0 0.115
H -3.4245 -3.3748 1.0181 0.0 0.0 0.0 0.120
H -3.3236 -3.5512 3.5058 0.0 0.0 0.0 0.117
H -1.6327 -2.1369 4.7164 0.0 0.0 0.0 0.115
H -0.2030 -0.6363 3.4313 0.0 0.0 0.0 0.078
N 0.3976 -3.7720 7.2065 -0.1 0.0 0.0 0.107
C 1.0604 -3.0600 6.2271 0.0 0.0 0.0 -0.326
C 1.6462 -3.7248 5.1412 0.0 0.0 0.0 -0.024
C 2.2459 -3.0129 4.1234 0.0 -0.1 0.0 -0.057
C 2.2664 -1.6235 4.1764 0.0 0.0 0.0 -0.303
C 1.7182 -0.9496 5.2587 -0.1 0.0 0.0 -0.067
C 1.1124 -1.6637 6.2753 0.0 0.0 0.0 -0.023
S 2.9302 -0.7093 2.8394 -0.1 0.1 0.0 0.624
O 4.1538 -1.3311 2.4150 0.1 -0.1 0.0 -0.285
O 2.9392 0.6775 3.1935 0.0 -0.1 0.0 -0.295
N 1.8408 -0.8817 1.5974 -0.1 -0.2 0.1 -0.194
C 1.9419 -1.9242 0.7411 0.0 0.0 0.0 -0.497
N 2.4501 -3.1305 0.9600 0.1 0.1 -0.1 0.153
C 2.4023 -3.9705 -0.0671 0.0 0.0 -0.1 -0.097
C 1.8340 -3.6517 -1.2953 0.0 0.0 0.0 -0.034
C 1.2770 -2.3964 -1.4238 0.1 0.1 0.0 -0.078
N 1.3519 -1.5242 -0.4139 -0.1 0.0 0.0 -0.018
H 0.6215 -4.7478 7.2981 0.0 0.0 0.0 0.092
H 0.2294 -3.3026 8.0798 0.0 0.0 0.0 0.093
H 1.6213 -4.8075 5.1021 0.0 0.0 0.0 0.112
H 2.6896 -3.5231 3.2780 0.0 0.0 0.1 0.095
H 1.7544 0.1306 5.2976 0.0 0.1 0.0 0.082
H 0.6730 -1.1343 7.1124 0.0 0.0 0.0 0.117
H 2.8244 -4.9548 0.1031 0.0 0.0 0.0 0.116
H 1.8086 -4.3585 -2.1103 0.0 0.0 0.0 0.105
H 0.7705 -2.0672 -2.3223 0.0 0.0 0.0 0.116
S 0.2897 2.6329 4.6335 0.1 0.0 -0.1 0.636
C 0.3151 1.8250 3.2515 -0.1 0.1 0.1 -0.917
N 0.2855 1.2451 2.2303 0.0 -0.2 -0.1 -0.087
N 3.8919 0.3826 -0.0692 0.0 0.1 0.0 0.132
C 3.3181 1.5470 0.3043 0.1 -0.1 0.0 -0.674
N 2.0339 1.7887 0.2853 -0.2 -0.1 0.0 -0.019
C 1.7976 3.1576 0.4938 0.0 0.0 0.0 -0.291
C 0.5819 3.8124 0.3404 0.0 0.0 0.0 -0.038
C 0.5155 5.1681 0.6148 0.0 0.0 0.0 -0.070
C 1.6424 5.8815 1.0226 0.0 0.0 0.0 -0.082
C 2.8693 5.2506 1.1231 0.0 0.0 0.0 -0.083
C 2.9307 3.8948 0.8372 0.0 0.0 0.0 -0.453
S 4.3415 2.8798 0.7504 0.0 0.0 0.0 1.126
H 3.2495 -0.3611 -0.2898 0.1 0.1 0.0 0.066
H 4.7199 0.0880 0.4265 0.0 0.0 0.0 0.100
H -0.2840 3.2649 -0.0017 0.0 0.0 0.0 0.089
H -0.4308 5.6815 0.5015 0.0 0.0 0.0 0.110
H 1.5638 6.9382 1.2398 0.0 0.0 0.0 0.104
H 3.7583 5.7995 1.4035 0.0 0.0 0.0 0.110
N -2.1291 3.0508 1.9096 0.0 0.0 0.0 0.204
C -2.3848 1.9252 1.2138 0.0 0.0 0.0 -0.476
O -1.5329 1.5250 0.3452 0.1 0.0 -0.2 -0.180
C -3.6257 1.2833 1.4329 0.1 0.1 0.0 -0.195
C -4.0980 0.2681 0.5799 0.0 0.1 -0.1 -0.201
N -4.5151 -0.5498 -0.1214 0.0 0.0 0.1 0.168
C -4.4839 1.7628 2.4530 -0.1 -0.2 0.1 -0.244
N -5.1428 2.1516 3.3177 0.0 0.1 0.0 0.133
H -2.7512 3.3432 2.6451 0.0 0.0 0.0 0.103
H -1.1962 3.4244 1.9061 0.0 0.0 0.0 0.059
```
Positions in Å, forces in eV/Å.

## Properties
Energy, hartree: -3663.887532
2S+1: 1
Frontier orbital gap (alpha / beta), eV: 6.3 / 6.3
Energy relative to the best compared isomer or geometry (same formula, charge and spin), eV: 0.692

***

14 unconnected molecules or ions with the total composition C35H63N7O21 in a non-equilibrium geometry, computed with ωB97M-V/def2-TZVPD.

```
126
Properties=species:S:1:pos:R:3:forces:R:3:lowdin_charge:R:1
C -5.0028 -4.1585 3.2808 1.0 -0.8 -0.9 -0.056
O -5.0184 -2.8563 3.7701 -0.3 1.9 1.2 -0.007
C -5.0528 -1.7861 2.9702 0.1 -1.3 -1.6 -0.602
O -5.2509 -1.8102 1.7716 0.0 -0.2 0.4 0.102
O -4.7422 -0.7058 3.6370 0.0 -1.3 2.2 0.030
C -4.3223 0.3570 2.8743 -2.3 1.2 -2.6 -0.068
H -4.8238 -4.1485 2.2084 -0.1 -0.1 -0.1 0.081
H -5.9159 -4.6961 3.5054 -0.2 0.0 0.2 0.095
H -4.1248 -4.6236 3.7578 -0.5 -0.2 -0.1 0.099
H -3.6943 0.0423 2.0560 0.3 0.0 0.0 0.054
H -3.8463 1.0642 3.4816 0.7 0.8 1.0 0.075
H -5.2593 0.8129 2.4157 1.2 -0.1 0.3 0.134
C -0.3765 3.0847 -0.0304 -0.5 -2.4 0.1 0.017
O 0.0029 2.1866 1.0513 0.1 -0.4 -0.1 -0.035
C -0.8306 1.2117 1.4075 -0.6 1.4 -1.4 -0.605
O -2.0201 1.1957 1.0981 1.2 -0.4 0.4 0.047
O -0.2683 0.2790 2.1125 -0.4 -1.0 1.0 -0.012
C 1.1474 0.0256 2.3327 0.0 0.7 -1.3 0.026
H -0.6355 2.5329 -0.9356 -0.3 -0.2 0.2 0.089
H 0.5111 3.5633 -0.2268 1.8 1.5 -0.4 0.048
H -1.1608 3.7019 0.2854 -0.9 1.0 0.3 0.060
H 1.1031 -0.8008 3.0190 0.3 -0.1 0.6 0.068
H 1.6722 0.9409 2.7215 -0.5 -1.2 -0.5 0.083
H 1.5344 -0.3910 1.3649 0.0 0.8 0.8 0.110
C -0.3236 -3.1217 -4.3579 -0.7 -0.9 0.1 -0.038
O 0.4349 -3.9637 -3.4883 2.7 0.0 -0.3 -0.048
C 1.8192 -3.9036 -3.5106 -0.8 0.2 -0.6 -0.561
O 2.5591 -3.0989 -4.0507 -1.7 -0.8 0.6 0.108
O 2.2384 -4.9601 -2.8032 0.2 1.0 0.2 -0.039
C 3.6526 -4.8505 -2.5362 0.4 -0.9 0.3 -0.036
H -0.9795 -3.8292 -4.9052 0.4 0.6 -0.1 0.102
H 0.2425 -2.4657 -5.0188 0.2 -0.2 0.2 0.096
H -0.9427 -2.5961 -3.6565 -0.4 0.8 -0.1 0.063
H 3.9052 -3.9577 -1.9240 -0.2 -0.2 -1.0 0.109
H 4.1566 -4.9881 -3.5244 0.1 0.5 1.2 0.113
H 3.8696 -5.6784 -1.8468 0.0 0.0 -0.5 0.093
C -0.1280 0.2724 6.6732 2.0 -0.7 0.6 0.015
O 0.8289 -0.8688 6.4922 -1.0 -0.4 0.1 -0.019
C 0.3766 -1.9542 5.8364 -0.1 1.5 -0.5 -0.571
O 0.9277 -3.0203 5.8672 -0.4 0.2 0.1 0.112
O -0.7078 -1.6006 5.0715 0.4 -0.7 0.6 -0.051
C -1.1465 -2.5789 4.1198 0.2 -0.2 0.3 -0.012
H 0.1626 0.6132 7.6856 -0.2 0.2 -0.7 0.096
H -1.1217 -0.1611 6.7326 -0.1 0.6 -0.5 0.088
H 0.1536 1.0115 5.8912 -0.9 -0.4 0.6 0.077
H -2.2269 -2.6691 4.1163 -0.3 0.4 0.3 0.084
H -0.7476 -3.5515 4.4206 0.2 0.2 -0.6 0.103
H -0.8215 -2.2034 3.1541 0.2 -0.5 -0.1 0.064
C 0.6253 -4.6270 -0.1107 1.8 0.0 -2.9 -0.071
O 0.7726 -4.0221 1.1076 -0.3 1.1 2.3 -0.020
C 1.9796 -3.9297 1.6783 0.1 0.2 -0.2 -0.566
O 3.0510 -4.1215 1.1365 -1.2 0.0 0.5 0.116
O 1.7781 -3.5725 2.9689 0.6 -0.8 -1.3 -0.027
C 2.9792 -3.7828 3.7114 1.7 0.3 0.4 -0.050
H -0.3115 -5.1705 -0.1414 0.0 0.2 0.0 0.058
H 1.5120 -5.2694 -0.2596 -0.6 -0.2 -0.2 0.098
H 0.7185 -3.8796 -0.9572 -0.6 -0.7 1.0 0.104
H 2.6942 -3.6756 4.7760 0.4 0.0 -0.8 0.082
H 3.7644 -3.0396 3.3632 -1.0 -0.7 0.7 0.116
H 3.4387 -4.7850 3.4951 -0.7 0.8 0.3 0.108
C -1.0982 1.1885 -3.9434 1.1 0.7 -1.6 -0.021
O 0.0390 1.3191 -4.8877 -0.7 -0.3 -0.8 -0.043
C 0.6055 2.5328 -4.9737 -0.2 -0.8 1.5 -0.635
O 0.4389 3.3860 -4.1375 0.0 0.3 -0.4 0.111
O 1.4626 2.6649 -5.9652 0.0 0.0 -0.2 -0.003
C 1.8079 1.6404 -6.9396 -0.6 0.4 1.0 -0.001
H -1.3934 0.1603 -4.0342 -0.3 -0.4 -0.1 0.075
H -1.8901 1.8982 -4.2177 0.4 -0.3 0.3 0.079
H -0.6693 1.3580 -2.9899 -0.2 0.3 1.1 0.039
H 2.1815 0.7206 -6.4919 0.0 0.2 0.2 0.097
H 2.5723 2.2001 -7.4139 0.9 -0.2 -1.0 0.082
H 0.9745 1.4317 -7.5996 -0.2 0.0 -0.1 0.092
C 3.9147 4.4049 -3.1014 1.1 0.8 -1.0 0.024
O 4.7135 4.4348 -4.3349 -0.5 -0.6 0.4 -0.061
C 4.8929 3.2798 -4.9903 -0.4 0.2 0.0 -0.607
O 4.4847 2.2005 -4.6522 -0.1 0.1 0.0 0.120
O 5.5851 3.4754 -6.1206 -0.1 -0.1 1.0 -0.001
C 6.2702 4.7394 -6.2044 -1.2 0.4 -0.9 -0.033
H 2.8774 4.3899 -3.3750 -0.6 0.4 -0.1 0.078
H 4.2658 5.3591 -2.6494 -0.7 -1.0 0.3 0.113
H 4.0968 3.4897 -2.5665 0.5 0.0 0.5 0.063
H 7.0723 4.4692 -6.8565 1.0 0.4 0.0 0.084
H 6.4895 5.1641 -5.2124 0.4 -0.4 -0.8 0.104
H 5.6063 5.4348 -6.7681 0.5 -0.2 0.5 0.106
C -4.2458 0.2764 -1.1563 0.2 0.6 -1.1 -0.039
C -3.7029 1.4529 -1.8065 1.0 1.3 -0.9 -0.220
N -3.2363 2.3662 -2.3514 -0.9 -1.2 1.0 0.159
H -3.8054 0.1120 -0.2354 1.0 0.0 2.0 0.020
H -4.0528 -0.5961 -1.7201 0.2 -0.9 -0.9 0.078
H -5.2793 0.3799 -1.0269 -1.6 0.1 0.2 0.077
C -1.0576 -8.0022 0.2245 0.0 -0.3 1.1 -0.062
C -1.9189 -6.8764 0.5366 -2.3 3.1 1.1 -0.277
N -2.5775 -5.9420 0.8296 2.0 -2.9 -1.0 0.144
H -0.6181 -8.3635 1.1967 -0.1 0.4 -1.1 0.112
H -0.3146 -7.6565 -0.4856 0.3 -0.2 0.0 0.077
H -1.6520 -8.8092 -0.1944 0.0 -0.1 -0.1 0.083
C -2.1781 8.4549 2.5779 1.1 0.3 0.1 -0.078
C -1.2347 7.3935 2.2653 1.7 -1.7 -0.7 -0.280
N -0.4019 6.6298 1.9777 -1.6 1.2 0.6 0.140
H -2.5662 8.3156 3.5921 -0.4 0.0 -0.5 0.089
H -2.8917 8.5233 1.7635 -0.4 0.0 0.4 0.076
H -1.5286 9.3431 2.5717 -0.5 0.1 0.1 0.088
C 2.1895 4.1194 2.1048 0.1 -0.9 -0.1 -0.062
C 1.6017 3.3659 3.2198 0.5 0.5 0.3 -0.270
N 1.1608 2.8697 4.1598 0.0 -0.1 -0.3 0.148
H 2.3969 3.4435 1.2392 -0.1 0.7 0.7 0.041
H 3.0399 4.7269 2.4035 0.4 -0.6 0.3 0.086
H 1.4821 4.8778 1.8787 -1.0 0.5 -0.7 0.024
C 2.3412 0.3831 -2.5085 -0.3 0.9 0.2 -0.027
C 2.5341 1.4243 -1.4589 -0.4 -1.8 -1.3 -0.215
N 2.7041 2.0095 -0.4957 0.2 1.0 0.7 0.171
H 2.6792 0.6944 -3.5011 -0.1 0.1 0.3 0.071
H 1.3043 0.0296 -2.5140 0.1 0.3 0.0 0.046
H 2.9353 -0.4442 -2.1890 0.5 -0.7 0.1 0.070
C -2.0655 -2.1506 0.7235 0.8 -0.7 0.2 -0.040
C -1.3023 -1.5466 -0.3016 1.8 1.1 -2.3 -0.262
N -0.6324 -1.0572 -1.1108 -0.7 -0.5 0.7 0.204
H -3.0347 -2.3725 0.3630 -1.2 -0.2 0.0 0.080
H -2.0222 -1.4424 1.5149 -0.5 0.4 1.0 0.054
H -1.5381 -3.0573 1.0134 -0.2 -0.2 0.2 0.077
C -3.1724 3.7128 2.0137 -1.4 -1.0 0.6 -0.066
C -3.9016 4.9510 1.9391 0.6 1.2 -0.4 -0.273
N -4.4089 5.9809 1.9730 -0.2 -0.1 -0.1 0.135
H -3.8800 3.1435 2.6491 0.8 -0.4 -0.2 0.082
H -2.2309 3.8232 2.5244 0.3 0.2 0.2 0.087
H -3.0276 3.1497 1.0913 -0.2 0.4 0.0 0.061
```
Positions in Å, forces in eV/Å.

## Properties
Energy, hartree: -3334.668121
2S+1: 1
Frontier orbital gap, eV: 10.7
Energy relative to the best compared isomer or geometry (same formula, charge and spin), eV: 0.849

***

A molecular structure, C4H9N3O in a non-equilibrium geometry, computed with ωB97M-V/def2-TZVPD.

```
17
Properties=species:S:1:pos:R:3:forces:R:3:nbo_charge:R:1
C -0.1881 -0.6107 -1.6687 -3.9 -3.8 -1.3 -0.288
C -0.2616 -0.4547 0.7375 0.7 -1.8 1.1 0.623
C 1.4984 1.3230 0.1744 -0.9 2.0 -2.0 0.006
C 0.8854 2.2743 -0.6787 1.0 -3.5 2.9 -0.505
H -1.2261 -0.7199 -2.2874 3.0 0.5 0.7 0.206
H 0.4760 0.1601 -2.0196 -0.3 0.8 0.6 0.211
H 0.3912 -1.6350 -1.8598 -1.3 2.0 1.1 0.202
H 1.6554 -0.5576 1.1995 -1.3 2.0 -2.7 0.415
H 2.5088 1.6116 0.5985 -1.4 -0.7 -0.3 0.208
H -0.0867 2.0541 -1.1390 0.5 0.4 0.2 0.208
H 1.3421 3.2393 -0.6472 0.0 0.4 -0.4 0.215
H -2.2493 -1.0978 2.7903 0.7 -2.9 -3.2 0.376
H -2.4980 -2.1529 0.9357 2.8 2.3 3.7 0.314
N 1.0669 -0.0313 0.3811 2.4 -1.3 5.1 -0.674
N -0.6080 -1.0682 1.8487 3.0 2.7 -2.6 -0.351
N -1.7385 -1.7850 1.9851 -4.8 0.2 0.4 -0.645
O -0.9680 -0.5492 -0.3504 -0.1 0.3 -3.2 -0.522
```
Positions in Å, forces in eV/Å.

## Properties
Energy, hartree: -397.098955
2S+1: 1
Frontier orbital gap, eV: 8.8
Energy relative to the best compared isomer or geometry (same formula, charge and spin), eV: 6.849

***

2 unconnected molecules or ions with the total composition C3H6O, computed with ωB97M-V/def2-TZVPD.

```
10
Properties=species:S:1:pos:R:3:forces:R:3:nbo_charge:R:1
C -0.0716 -0.1453 1.4794 -0.5 -0.1 -0.1 -0.536
C -0.5650 -0.1844 0.2521 -0.1 0.1 -0.2 0.301
C -0.8562 0.0951 -1.1546 0.0 0.1 0.2 -0.130
O -1.1659 -1.1434 -0.4735 -0.1 -0.8 -0.1 -0.466
H 0.2440 0.7672 1.9648 0.3 -0.1 -0.3 0.224
H -0.1105 -1.0758 2.0489 -0.1 0.4 0.0 0.223
H -1.7177 0.6547 -1.5219 0.2 0.0 0.4 0.197
H -0.0667 -0.0426 -1.8851 0.1 0.2 0.1 0.194
H 2.0399 0.3366 -0.0710 -0.1 -0.2 0.2 0.010
H 2.2698 0.7379 -0.6390 0.2 0.2 -0.3 -0.017
```
Positions in Å, forces in eV/Å.

## Properties
Energy, hartree: -193.020684
2S+1: 1
SMILES string: C=C1CO1.[H][H]
Frontier orbital gap, eV: 10.4
Energy relative to the best compared isomer or geometry (same formula, charge and spin), eV: 3.334

***

Question: What is the formula in the third record?
Answer: C4H9N3O

***

Question: Which value of energy relative to the best compared isomer or geometry (same formula, charge and spin) does entry 4 give?
Answer: 3.334 eV

***

Question: Which of these has the highest energy?
Answer: C3H6O